No. 1
Entry from OMol25: C7H11N3S in the gas phase in a non-equilibrium geometry (ωB97M-V/def2-TZVPD).

Positions of all 22 atoms, in Å:
C  -0.90  -1.43  -1.00
C  -0.77  2.11  3.30
C  -1.84  1.12  1.50
C  0.33  0.08  0.34
C  0.50  -0.81  -1.02
C  0.64  0.12  -2.20
C  1.76  -1.68  -1.12
N  -1.72  -0.94  -0.16
N  -0.94  1.81  2.10
N  -1.06  -0.02  0.56
S  -3.46  1.25  1.40
H  -1.27  -2.09  -1.83
H  -0.09  2.87  3.55
H  -1.42  1.76  4.10
H  1.09  -0.31  1.10
H  0.69  1.11  0.34
H  -0.16  0.85  -2.37
H  0.85  -0.49  -3.04
H  1.50  0.63  -2.04
H  2.83  -1.21  -1.25
H  1.64  -2.35  -1.97
H  1.81  -2.37  -0.30

Calculated values
Energy relative to the best compared isomer or geometry (same formula, charge and spin) (eV): 3.219
Charge: 0
SMILES: C=NC(=S)N1CC(C)(C)C=N1
LUMO level (alpha / beta) (eV): -0.48 / -0.48
E_HOMO (alpha / beta) (Ha): -0.2906 / -0.2906
Kohn-Sham gap (alpha / beta) (eV): 7.4 / 7.4
Energy (eV): -22738.932

No. 2
Entry from OMol25: an isolated ion of composition C7H11N4 and charge +1 in a non-equilibrium geometry (ωB97M-V/def2-TZVPD).

Positions of all 22 atoms, in Å:
C  -0.42  2.33  -2.64
C  -2.18  1.44  -1.74
C  1.30  1.09  -0.24
C  0.06  -0.35  1.71
C  -0.41  -1.35  -0.70
C  0.19  0.94  0.79
C  -0.05  0.85  -0.68
N  -1.49  2.66  -3.32
N  -2.62  2.04  -2.86
N  -0.81  1.58  -1.52
N  0.01  -1.66  0.72
H  0.58  2.74  -2.71
H  -2.84  0.95  -1.04
H  1.64  2.10  -0.54
H  2.15  0.43  -0.16
H  0.91  -0.55  2.36
H  -0.87  -0.35  2.21
H  -1.41  -1.56  -0.92
H  0.25  -1.79  -1.43
H  -0.13  1.77  1.52
H  0.85  -2.24  0.77
H  -0.68  -2.33  1.11

Calculated values
Energy relative to the best compared isomer or geometry (same formula, charge and spin) (eV): 5.993
Charge: +1
LUMO level (eV): -3.99
E_HOMO (Ha): -0.4781
Kohn-Sham gap (eV): 9.0
Energy (eV): -13386.150

No. 3
Entry from OMol25: an isolated ion of composition C7H11N4O and charge +1 in a non-equilibrium geometry (ωB97M-V/def2-TZVPD).

Positions of all 23 atoms, in Å:
C  3.97  1.50  -0.16
C  2.62  1.34  -0.35
C  4.76  0.34  0.10
C  2.98  -1.06  0.13
C  -0.32  0.22  0.03
C  -2.71  0.34  0.37
C  -1.61  -1.86  -0.19
N  4.30  -0.85  0.23
N  2.11  0.07  -0.15
N  -1.43  -0.46  0.11
N  0.82  -0.37  -0.18
O  2.40  -2.12  0.01
H  4.35  2.42  -0.10
H  1.95  2.14  -0.64
H  5.85  0.45  0.29
H  -0.37  1.21  0.48
H  -3.61  0.43  -0.40
H  -3.01  0.04  1.36
H  -2.32  1.44  0.38
H  -2.62  -2.00  -0.33
H  -1.17  -2.23  -1.13
H  -1.29  -2.38  0.65
H  1.05  -1.49  0.08

Calculated values
Energy relative to the best compared isomer or geometry (same formula, charge and spin) (eV): 3.187
Charge: +1
SMILES: CN(C)/C=[NH+]/n1cccnc1=O
LUMO level (alpha / beta) (eV): -4.22 / -4.22
E_HOMO (alpha / beta) (Ha): -0.4724 / -0.4724
Kohn-Sham gap (alpha / beta) (eV): 8.6 / 8.6
Energy (eV): -15436.014

No. 4
Entry from OMol25: a 2-piece molecular cluster, C7H11N4O3 overall in a non-equilibrium geometry (ωB97M-V/def2-TZVPD).

Positions of all 25 atoms, in Å:
C  1.12  -1.83  -1.54
C  0.22  -0.81  -1.87
C  1.73  -1.76  -0.29
C  0.32  -0.20  0.18
C  -1.39  0.02  -3.40
C  3.20  -2.48  1.42
C  -2.48  3.23  2.18
N  -0.20  0.06  -0.91
N  1.19  -0.85  0.67
N  -0.69  1.19  1.65
N  -0.81  1.72  2.75
O  -0.23  -0.81  -3.08
O  2.66  -2.51  0.15
O  -1.53  2.71  3.06
H  1.53  -2.43  -2.30
H  -1.21  1.18  -3.52
H  -2.15  -0.36  -2.74
H  -1.76  -0.12  -4.45
H  3.46  -1.37  1.77
H  4.05  -3.22  1.37
H  2.61  -2.93  2.19
H  -2.93  2.39  1.54
H  -2.14  4.00  1.50
H  -3.28  3.67  2.72
H  -1.29  1.53  0.95

Calculated values
Charge: +1
Expectation value of S²: 2.01
LUMO level (alpha / beta) (eV): -3.61 / -8.36
E_HOMO (alpha / beta) (Ha): -0.3750 / -0.4651
Kohn-Sham gap (alpha / beta) (eV): 6.6 / 4.3
Multiplicity: 3
Energy (eV): -19523.182

No. 5
Entry from OMol25: an isolated ion of composition C7H11N4O4 and charge +1 in a non-equilibrium geometry (ωB97M-V/def2-TZVPD).

Positions of all 26 atoms, in Å:
C  1.47  2.41  -0.41
C  2.43  1.52  -0.20
C  -0.18  0.61  1.56
C  -0.15  0.49  -0.90
C  0.11  1.96  -0.82
C  -0.55  -0.25  0.42
C  0.05  -1.58  0.52
N  0.17  1.37  2.34
N  3.38  0.66  -0.04
N  -0.96  2.78  -0.11
N  -2.06  -0.42  0.52
O  3.49  0.10  1.32
O  -0.70  3.85  0.25
O  4.13  0.30  -0.95
O  -1.99  2.15  -0.02
H  1.70  3.49  -0.51
H  -1.02  0.21  -1.52
H  0.78  0.06  -1.08
H  -0.11  2.40  -1.90
H  -0.54  -2.18  1.20
H  1.14  -1.68  0.79
H  0.16  -2.01  -0.45
H  4.45  -0.34  1.25
H  -2.41  -0.53  1.53
H  -2.24  -1.17  -0.11
H  -2.34  0.54  0.32

Calculated values
Energy relative to the best compared isomer or geometry (same formula, charge and spin) (eV): 5.650
Charge: +1
SMILES: C[C@@]([NH3+])(C#N)C[C@H](C=C=[N+]([O-])O)[N+](=O)[O-]
LUMO level (alpha / beta) (eV): -3.70 / -3.70
E_HOMO (alpha / beta) (Ha): -0.4614 / -0.4614
Kohn-Sham gap (alpha / beta) (eV): 8.9 / 8.9
Energy (eV): -21571.215

No. 6
Entry from OMol25: C7H11NO as an isolated structure in a non-equilibrium geometry (ωB97M-V/def2-TZVPD).

Positions of all 20 atoms, in Å:
C  -0.98  -0.58  -2.52
C  -0.43  -0.33  -1.04
C  -1.19  0.02  -0.02
C  -0.84  0.09  1.50
C  0.25  1.15  2.01
C  1.02  0.41  0.94
C  1.92  -0.02  -0.13
H  -2.04  -0.67  -2.32
H  -0.48  -1.48  -3.06
H  -0.59  0.32  -3.02
H  -2.19  -0.01  -0.36
H  -1.69  -0.07  2.17
H  0.20  2.25  1.79
H  0.47  1.09  3.13
H  0.26  0.86  0.25
H  2.49  0.75  -0.66
H  2.64  -0.90  0.18
H  -0.01  -1.56  0.81
N  0.28  -0.78  1.50
O  0.91  -0.55  -1.13

Calculated values
Energy relative to the best compared isomer or geometry (same formula, charge and spin) (eV): 7.045
Charge: 0
LUMO level (eV): 0.97
E_HOMO (Ha): -0.2976
Kohn-Sham gap (eV): 9.1
Energy (eV): -10968.231

No. 7
Entry from OMol25: C7H11NO in the gas phase in a non-equilibrium geometry (ωB97M-V/def2-TZVPD).

Positions of all 20 atoms, in Å:
C  -0.35  0.62  -0.55
C  -0.32  -0.66  -1.30
C  -1.66  1.02  0.09
C  0.42  1.80  -1.10
C  0.16  -0.24  1.75
C  0.72  -1.21  1.02
N  1.34  -2.39  1.50
C  0.83  -0.84  -0.37
O  -0.03  0.55  2.61
H  1.52  -2.39  2.49
H  0.90  -3.24  1.20
H  -1.17  -1.32  -1.15
H  -0.04  -0.61  -2.35
H  1.84  -0.84  -0.78
H  -1.51  1.73  0.91
H  -2.21  0.16  0.46
H  -2.28  1.53  -0.66
H  1.28  1.49  -1.70
H  -0.22  2.41  -1.75
H  0.78  2.44  -0.30

Calculated values
Energy relative to the best compared isomer or geometry (same formula, charge and spin) (eV): 3.696
Charge: 0
SMILES: CC1(C)C[C@@H]1C(N)=C=O
LUMO level (eV): 0.80
E_HOMO (Ha): -0.2736
Kohn-Sham gap (eV): 8.2
Energy (eV): -10971.580

No. 8
Entry from OMol25: C7H11NO as an isolated structure in a non-equilibrium geometry (ωB97M-V/def2-TZVPD).

Positions of all 20 atoms, in Å:
C  2.01  0.07  -0.61
C  0.75  -0.42  0.03
C  -0.37  -0.98  -0.95
C  -0.42  0.69  0.06
C  -0.28  2.13  0.46
C  -1.61  -0.09  0.71
C  -1.54  -1.21  -0.01
H  2.28  1.27  -0.22
H  2.96  -0.74  -0.12
H  2.03  0.16  -1.92
H  1.78  -0.50  1.83
H  0.37  -1.28  1.95
H  -0.37  -1.64  -1.81
H  0.87  2.41  0.27
H  -0.97  2.90  -0.03
H  -0.25  2.23  1.51
H  -2.17  0.35  1.57
H  -2.25  -2.00  0.02
N  1.20  -1.08  1.34
O  -0.49  0.42  -1.33

Calculated values
Energy relative to the best compared isomer or geometry (same formula, charge and spin) (eV): 5.461
Charge: 0
LUMO level (eV): 0.91
E_HOMO (Ha): -0.3340
Kohn-Sham gap (eV): 10.0
Energy (eV): -10969.815

No. 9
Entry from OMol25: C7H11NO in the gas phase in a non-equilibrium geometry (ωB97M-V/def2-TZVPD).

Positions of all 20 atoms, in Å:
C  1.13  0.33  -3.06
C  -1.94  0.08  0.39
C  1.28  -0.40  -1.77
C  -0.65  -0.35  1.01
C  0.32  -0.97  0.29
C  -0.40  -0.04  2.41
C  -0.91  1.02  3.03
O  2.57  -0.76  -1.51
N  0.29  -0.58  -1.02
H  2.64  -1.18  -0.65
H  1.14  -1.52  0.75
H  0.31  -0.67  2.93
H  1.59  1.31  -2.97
H  0.08  0.45  -3.28
H  1.63  -0.21  -3.87
H  -2.77  -0.15  1.06
H  -2.08  -0.44  -0.55
H  -1.95  1.15  0.20
H  -1.61  1.68  2.54
H  -0.67  1.25  4.06

Calculated values
Energy relative to the best compared isomer or geometry (same formula, charge and spin) (eV): 1.891
Charge: 0
SMILES: C=C/C(C)=C/N=C(/C)O
LUMO level (eV): 0.73
E_HOMO (Ha): -0.2869
Kohn-Sham gap (eV): 8.5
Energy (eV): -10973.385

No. 10
Entry from OMol25: C7H11NO in the gas phase in a non-equilibrium geometry (ωB97M-V/def2-TZVPD).

Positions of all 20 atoms, in Å:
C  -1.32  -0.13  -1.30
C  0.70  -0.54  -2.43
C  -2.61  0.09  -1.32
C  -0.22  0.01  -0.32
C  -0.28  -1.11  0.80
C  -0.10  1.40  0.33
C  2.25  -0.39  -0.47
N  0.95  -0.33  -1.21
O  1.16  -0.72  -3.50
H  -3.28  0.62  -0.52
H  -3.39  -0.17  -2.04
H  0.67  -1.51  0.94
H  -0.95  -1.83  0.44
H  -0.58  -0.58  1.63
H  0.85  1.80  0.22
H  -0.37  1.37  1.37
H  -0.81  1.97  -0.20
H  2.55  -1.33  -0.12
H  3.00  -0.31  -1.30
H  2.43  0.26  0.31

Calculated values
Energy relative to the best compared isomer or geometry (same formula, charge and spin) (eV): 5.260
Charge: 0
LUMO level (alpha / beta) (eV): 0.56 / 0.56
E_HOMO (alpha / beta) (Ha): -0.2800 / -0.2802
Kohn-Sham gap (alpha / beta) (eV): 8.2 / 8.2
Energy (eV): -10970.016

No. 11
Entry from OMol25: a 2-piece molecular cluster, C7H11NO2 overall in a non-equilibrium geometry (ωB97M-V/def2-TZVPD).

Positions of all 21 atoms, in Å:
C  -2.58  -0.26  0.51
C  -1.87  -2.15  -0.90
C  -1.76  -1.00  -0.17
C  0.79  0.10  -1.67
C  1.38  -0.91  1.78
C  0.32  2.47  0.05
C  0.70  0.08  -0.17
N  -2.95  0.57  1.25
O  1.31  -0.97  0.40
O  0.53  1.17  0.61
H  -1.01  -2.71  -1.36
H  -2.79  -2.69  -0.77
H  0.24  0.93  -2.14
H  1.83  0.32  -1.83
H  0.59  -0.99  -2.14
H  1.78  -1.88  2.05
H  0.49  -0.54  2.38
H  2.21  -0.32  2.08
H  1.21  3.12  -0.31
H  0.10  3.09  1.01
H  -0.54  2.56  -0.64

Calculated values
Energy relative to the best compared isomer or geometry (same formula, charge and spin) (eV): 6.943
Charge: 0
LUMO level (eV): 0.26
E_HOMO (Ha): -0.2604
Kohn-Sham gap (eV): 7.3
Energy (eV): -13016.339